Run w
C3H4N2O | wB97M-V/def2-TZVPD

Cartesian coordinates (Å):
N1 0.76117 -0.39530 1.14499
H1 1.87261 -1.15342 -0.51078
N2 -0.37750 0.30480 1.38109
H2 -0.48126 -0.46197 -1.82152
C1 -0.87610 0.42734 0.17391
H3 -1.30120 1.48145 -1.06155
O1 -1.80496 1.32570 -0.23541
C2 -0.12367 -0.22171 -0.83031
C3 0.97152 -0.68068 -0.15627
H4 1.35939 -0.62622 1.91585

## Properties
Net charge = 0
Structure (SMILES) = Oc1cc[nH]n1
LUMO level = 0.93 eV
M = 84.1 g mol⁻¹

Mulliken population analysis, charges in e, atoms 1 to 2: 0.27, 0.41

Run x
C3H4N2O | wB97M-V/def2-TZVPD

Cartesian coordinates (Å):
N1 1.01859 0.76542 1.03334
H1 -2.00182 -1.50860 -2.24381
C1 -1.38902 -0.23016 -0.29043
C2 -0.20977 -0.87425 -0.75897
C3 -1.40435 -1.13797 -1.38116
H2 0.76853 0.93678 1.95803
H3 0.23048 1.05258 0.41370
N2 2.20266 0.29074 0.82268
H4 2.57367 0.15975 -0.09433
O1 -1.78898 0.54570 0.54094

## Properties
Net charge = 0
LUMO level (alpha / beta) = 0.62 / -2.40 eV
M = 84.1 g mol⁻¹

Mulliken population analysis, charges in e, atoms 1 to 2: 0.11, 0.33

Run y
C3H4N2O | wB97M-V/def2-TZVPD

Cartesian coordinates (Å):
C1 0.41347 -0.04458 0.02682
O1 -0.42958 -0.99561 -0.53123
H1 -0.05545 1.84702 1.00066
N1 1.77262 -0.19980 -0.03146
C2 -0.37941 0.94029 0.50349
N2 -1.70948 0.64612 0.26077
H2 2.24840 -0.87431 0.53806
H3 2.29611 0.27211 -0.74750
C3 -1.66148 -0.49902 -0.33437
H4 -2.49520 -1.09222 -0.68525

## Properties
Net charge = 0
Structure (SMILES) = Nc1cnco1
LUMO level = 0.91 eV
M = 84.1 g mol⁻¹

Mulliken population analysis, charges in e, atoms 1 to 2: 0.35, -0.33

Relative to the most stable one, in eV, the structures come out at run w 0.788; run x 6.855; run y 0.000.

Run w
C3H4N2O | wB97M-V/def2-TZVPD

Cartesian coordinates (Å):
C1 -0.11788 0.04137 -0.88161
C2 0.69307 -1.10557 -1.11458
H1 -0.00934 -0.40921 -3.25824
O1 1.43131 -1.97671 -0.82053
C3 0.01817 -0.45293 -2.13180
N1 -0.84006 1.55021 1.50821
H2 0.52442 0.71525 2.69470
H3 -1.59042 1.24069 0.96570
N2 -0.06425 0.64183 1.82378
H4 -0.04501 -0.24492 1.21437

## Properties
Net charge = 0
LUMO level (alpha / beta) = 0.87 / -2.05 eV
M = 84.1 g mol⁻¹

Mulliken population analysis, charges in e, atoms 1 to 2: -0.18, 0.51

Run x
C3H4N2O | wB97M-V/def2-TZVPD

Cartesian coordinates (Å):
C1 -0.57804 1.00556 -0.31959
N1 1.68132 -0.22560 -0.41532
H1 2.04722 -0.83100 0.30874
C2 0.50987 0.32119 -0.25132
C3 -1.36602 -0.19116 -0.00410
H2 -0.88586 2.02501 -0.52340
O1 -0.17894 -0.87257 1.75662
N2 -1.28203 -0.82882 1.20847
H3 2.29578 0.05301 -1.16987
H4 -2.24329 -0.45562 -0.59024

## Properties
Net charge = 0
LUMO level = 0.38 eV
M = 84.1 g mol⁻¹

Mulliken population analysis, charges in e, atoms 1 to 2: -0.30, -0.38

Run y
C3H4N2O | wB97M-V/def2-TZVPD

Cartesian coordinates (Å):
C1 -0.96620 -0.29346 0.84660
H1 0.52519 1.30488 -1.53112
H2 -1.15321 1.37453 -1.68293
H3 0.33606 -2.02389 0.19877
C2 0.31235 -0.95941 0.45388
O1 1.88248 0.58383 0.79536
C3 -0.43405 0.10738 -0.26750
N1 1.60727 -0.56724 1.03988
H4 -1.75592 -0.33967 1.57851
N2 -0.35396 0.81306 -1.43146

## Properties
Net charge = 0
Structure (SMILES) = NC1=C[C@@H]1N=O
LUMO level = 0.25 eV
M = 84.1 g mol⁻¹

Mulliken population analysis, charges in e, atoms 1 to 2: -0.30, 0.26

Relative to the most stable one, in eV, the structures come out at run w 2.682; run x 0.863; run y 0.000.

Run w
C3H4N2O | wB97M-V/def2-TZVPD

Cartesian coordinates (Å):
H1 -0.13917 1.78447 1.53613
O1 0.33828 1.23159 -0.37868
H2 0.43584 -0.69925 -1.17844
H3 0.69479 -2.07022 1.39551
C1 0.41830 -0.25909 1.41387
C2 0.07273 0.90966 0.93662
C3 -0.16275 0.22420 -1.18998
N1 0.89263 -1.21150 1.92288
H4 -1.38069 -0.36403 -2.51726
N2 -1.16995 0.45417 -1.94066

## Properties
Net charge = 0
Structure (SMILES) = [H]/N=C/OC=C=N
LUMO level = 0.43 eV
M = 84.1 g mol⁻¹

Mulliken population analysis, charges in e, atoms 1 to 2: 0.34, -0.34

Run x
C3H4N2O | wB97M-V/def2-TZVPD

Cartesian coordinates (Å):
O1 2.25151 -0.08387 -0.17140
C1 -0.00119 0.88661 -0.00630
H1 -2.22707 0.67141 0.05668
C2 0.91539 -0.18687 0.02464
C3 -1.22464 0.27247 0.10237
N1 0.33487 -1.35773 0.18788
H2 -1.64633 -1.79060 0.34538
N2 -0.97753 -1.04693 0.23970
H3 2.34513 0.69394 -0.73481
H4 0.22987 1.94158 -0.04412

## Properties
Net charge = 0
Structure (SMILES) = Oc1cc[nH]n1
LUMO level = 0.92 eV
M = 84.1 g mol⁻¹

Mulliken population analysis, charges in e, atoms 1 to 2: -0.50, -0.29

Relative to the most stable one, in eV, the structures come out at run w 2.900; run x 0.000.

Run w
C3H4N2O | wB97M-V/def2-TZVPD

Cartesian coordinates (Å):
H1 2.24798 -0.18697 0.19046
O1 -0.29103 1.18281 -0.96858
H2 2.06865 0.43094 -1.49119
H3 -3.15163 -0.10222 1.79300
N1 -2.57567 0.37355 1.12323
C1 0.27224 0.27056 -0.41016
C2 -1.47360 -0.06415 0.90549
H4 1.59062 -1.24776 -1.05940
C3 1.64653 -0.21003 -0.72143
N2 -0.33409 -0.44672 0.63859

## Properties
Net charge = 0
Structure (SMILES) = CC(=O)N=C=N
LUMO level = 0.75 eV
M = 84.1 g mol⁻¹

Mulliken population analysis, charges in e, atoms 1 to 2: 0.29, -0.55

Run x
C3H4N2O | wB97M-V/def2-TZVPD

Cartesian coordinates (Å):
H1 -1.57622 1.92073 -0.04681
N1 -1.28462 -0.17377 0.25392
N2 0.42125 1.16069 -0.10597
H2 -0.22255 -2.06282 0.36054
H3 -1.94728 -0.77482 -0.25218
C1 -0.88456 1.09190 -0.00059
C2 0.86475 -0.13180 -0.02202
H4 2.63666 0.39747 -0.24176
O1 2.17185 -0.44033 -0.10736
C3 -0.16591 -0.99962 0.16202

## Properties
Net charge = 0
Structure (SMILES) = Oc1c[nH]cn1
LUMO level = 0.97 eV
M = 84.1 g mol⁻¹

Mulliken population analysis, charges in e, atoms 1 to 2: 0.39, -0.20

Relative to the most stable one, in eV, the structures come out at run w 0.186; run x 0.000.

Run w
C3H4N2O | wB97M-V/def2-TZVPD

Cartesian coordinates (Å):
C1 0.57326 0.40170 -0.05278
N1 -1.13732 -0.65486 0.95604
H1 2.28479 1.07164 0.44161
N2 -0.19335 0.29850 1.06158
O1 1.56047 1.33110 -0.14353
C2 0.11803 -0.54096 -0.94082
H2 0.48558 -0.73015 -1.93798
H3 -0.25259 0.97700 1.80324
H4 -1.56933 -1.98648 -0.58172
C3 -0.94307 -1.16903 -0.24741

## Properties
Net charge = 0
Structure (SMILES) = Oc1ccn[nH]1
LUMO level = 0.60 eV
M = 84.1 g mol⁻¹

Mulliken population analysis, charges in e, atoms 1 to 2: 0.37, -0.77

Run x
C3H4N2O | wB97M-V/def2-TZVPD

Cartesian coordinates (Å):
H1 -1.77856 -1.53874 -0.08305
N1 0.23039 -1.20805 -0.07528
H2 -2.20035 0.96520 0.06716
H3 2.54224 -0.94688 -0.10515
H4 0.31994 2.09607 0.14261
O1 2.24047 -0.03203 -0.00981
C1 -1.22095 0.50754 0.04041
C2 0.89169 -0.06863 -0.00276
N2 -1.06551 -0.83021 -0.04890
C3 0.04063 1.05573 0.07476

## Properties
Net charge = 0
Structure (SMILES) = Oc1cc[nH]n1
LUMO level = 1.05 eV
M = 84.1 g mol⁻¹

Mulliken population analysis, charges in e, atoms 1 to 2: 0.22, -0.85

Run y
C3H4N2O | wB97M-V/def2-TZVPD

Cartesian coordinates (Å):
H1 1.06915 -1.38685 0.76059
C1 0.20879 -0.49918 -1.24110
C2 -1.06275 0.51944 0.43490
O1 1.83095 -0.88335 0.39763
C3 1.56129 -0.24307 -0.70369
N1 -0.32100 1.50530 0.73705
H2 -0.64753 1.93827 1.60107
H3 -1.92207 0.17657 1.02268
H4 0.22097 -0.93904 -2.24430
N2 -0.93780 -0.18808 -0.76485

## Properties
Net charge = 0
LUMO level = -0.23 eV
M = 84.1 g mol⁻¹

Mulliken population analysis, charges in e, atoms 1 to 2: 0.33, 0.20

Run z
C3H4N2O | wB97M-V/def2-TZVPD

Cartesian coordinates (Å):
H1 -1.43656 1.65947 -2.21884
O1 0.97551 -0.58682 2.54693
C1 -1.18287 1.06694 -1.33756
C2 0.91570 -1.12872 1.44127
N1 -0.17208 1.52051 -0.64356
H2 0.82576 -0.89752 -0.70282
C3 0.59484 -0.37166 0.24568
H3 -1.85372 0.14075 -1.03789
N2 0.13730 0.79464 0.46070
H4 1.19613 -2.19761 1.24610

## Properties
Net charge = 0
Structure (SMILES) = C=N/N=C/C=O
LUMO level = -0.52 eV
M = 84.1 g mol⁻¹

Mulliken population analysis, charges in e, atoms 1 to 2: 0.28, -0.46

Relative to the most stable one, in eV, the structures come out at run w 0.293; run x 0.000; run y 3.452; run z 2.491.

Run w
C20H60O10S10 | wB97M-V/def2-TZVPD

Cartesian coordinates (Å):
C1 -16.16012 3.70324 16.22918
O1 -13.06600 -0.14318 23.95424
H1 -11.54722 1.72122 15.87624
O2 -12.48632 6.73840 25.25470
O3 -15.33159 5.61348 20.54831
S1 -8.34982 6.84632 21.87774
H2 -16.63424 7.72916 20.05820
H3 -17.32473 8.37697 16.23485
O4 -14.75482 7.24041 17.58897
C2 -10.36959 1.22246 25.54010
C3 -12.03462 -0.16043 19.13932
H4 -9.03784 4.86322 22.84189
H5 -9.66514 0.53274 25.15234
H6 -16.54400 0.32569 23.12801
C4 -15.49906 0.48901 22.91267
O5 -9.55933 7.69255 21.90101
H7 -14.09641 5.24717 23.37965
C5 -7.70000 7.07591 20.23107
S2 -16.15782 6.82546 17.85299
H8 -10.12090 1.46519 26.58380
C6 -15.69807 2.31313 18.38836
H9 -11.90403 -0.98189 19.87890
H10 -7.52115 8.12260 20.08207
H11 -12.64058 2.59351 25.03684
S3 -14.51692 -0.33786 24.24233
H12 -10.96668 4.51263 14.85216
H13 -15.97348 4.48454 15.48599
H14 -18.02146 7.66087 18.93978
H15 -16.35412 3.01417 18.92132
O6 -10.26233 3.00956 18.11378
C7 -11.13665 4.37667 15.92054
H16 -11.19297 -0.05390 18.46558
H17 -12.50467 4.79249 22.70015
S4 -9.60337 9.23811 16.44586
H18 -16.65179 6.86907 15.53027
H19 -16.35394 1.65451 17.78862
H20 -11.10492 2.65074 21.17427
C8 -14.81942 -2.06885 23.67159
H21 -11.33114 0.71065 25.50365
O7 -8.20343 8.76751 16.25765
H22 -11.57752 8.27091 15.67625
C9 -10.18776 8.35965 17.88612
C10 -11.01626 1.64978 20.83874
H23 -16.77837 4.23611 16.88601
S5 -12.45503 1.49240 19.76546
H24 -9.85191 5.21158 21.20275
H25 -6.84705 6.46237 20.08404
H26 -16.77590 8.94279 18.75990
S6 -14.73961 3.31450 17.25816
H27 -13.85383 3.74892 22.30650
H28 -10.21959 7.53972 15.04366
H29 -12.16817 4.00443 16.09277
S7 -13.93307 5.88161 21.07043
O8 -13.67387 1.34121 20.69050
H30 -13.51005 8.28911 23.08467
H31 -10.02049 0.92515 16.31039
C11 -12.89371 5.14611 19.87144
O9 -13.77440 2.37835 16.55112
C12 -12.39041 8.44003 23.13536
H32 -9.94630 7.72985 25.97678
H33 -8.50283 6.65028 19.60757
H34 -14.44751 -2.71815 24.38663
H35 -10.89154 5.25182 16.58629
H36 -11.63318 3.59637 26.17569
H37 -15.11438 1.74241 19.08889
C13 -11.90959 3.40214 25.11904
S8 -12.00044 8.18345 24.94053
H38 -16.59110 2.82253 15.71155
H39 -12.20673 4.34202 24.67434
H40 -18.14255 6.92195 16.56407
O10 -9.25067 3.53260 24.67971
C14 -17.14779 7.31424 16.42562
C15 -10.23706 8.04158 24.96559
H41 -10.03941 7.26428 17.89207
H42 -11.13186 0.90359 21.67190
H43 -13.04225 5.67687 18.95048
H44 -10.16288 1.61144 14.78116
H45 -10.73612 8.98632 14.28802
H46 -9.64821 8.76089 18.70339
C16 -10.46839 1.74959 15.78038
H47 -12.84370 -0.50497 18.44596
H48 -10.24255 1.36154 20.16836
H49 -15.30380 0.06444 21.95486
C17 -10.57997 8.45401 15.26026
S9 -10.43032 2.64654 24.38534
H50 -11.22860 8.47441 18.19458
C18 -16.94650 7.88423 19.04421
H51 -9.95451 7.29667 24.23650
C19 -8.94658 5.16987 21.81354
H52 -13.14273 4.07006 19.78267
H53 -15.90312 -2.14513 23.68700
H54 -11.82855 5.32711 20.01937
H55 -15.14625 1.52641 23.01139
H56 -12.23815 9.44823 22.90222
C20 -13.58993 4.78229 22.50879
H57 -8.14642 4.60606 21.43037
H58 -11.89743 7.71411 22.55970
H59 -9.73100 8.95616 24.69312
S10 -9.92580 3.18402 16.65369
H60 -14.37213 -2.19629 22.69283

## Properties
Net charge = 0
LUMO level = 0.27 eV
M = 781.4 g mol⁻¹

Mulliken population analysis, charges in e, atoms 1 to 2: -1.33, -0.51

Run x
C20H60O10S10 | wB97M-V/def2-TZVPD

Cartesian coordinates (Å):
H1 -1.02172 -3.26237 -4.65529
H2 2.24261 0.23351 6.46099
S1 1.00403 -4.81210 2.96416
H3 3.40740 8.24201 1.92280
O1 -0.74129 -0.25086 -1.53334
O2 2.34012 1.75609 3.14870
H4 -3.64743 6.56669 0.51013
C1 2.71537 0.90475 5.74404
H5 0.16886 0.42806 1.45517
H6 1.96014 -6.63523 1.54216
H7 -2.85163 -1.90925 -2.66957
S2 0.42161 0.60841 -0.98510
H8 -6.00261 -4.46090 -1.71788
O3 -5.24041 -2.39156 -4.57414
H9 -3.50520 -2.89623 -1.39977
H10 -6.85570 -4.29335 -3.23115
C2 -0.19416 2.24563 -0.48820
S3 1.35113 7.08385 1.80740
C3 -5.86129 -4.28825 -2.78480
C4 1.21650 4.30147 -3.68053
H11 1.52044 2.51107 -6.45712
H12 -4.82696 4.45808 0.97808
H13 3.34247 -4.64541 2.66970
H14 2.98430 -5.89351 3.88213
C5 -3.49744 -2.76709 -2.48207
S4 -1.41425 -1.43869 5.13603
H15 -2.11239 7.03540 1.00449
H16 0.50816 -2.62350 -4.01036
H17 1.45818 3.29119 -3.35035
C6 0.86500 -0.00448 0.73655
H18 -3.81392 2.93372 1.25174
H19 1.02860 -7.36023 2.87403
C7 -4.21061 3.86574 1.65435
H20 2.19133 -1.60674 4.43365
H21 0.22585 -3.30260 5.31837
H22 -2.31562 5.71022 -0.24437
H23 2.61465 1.93551 6.08385
H24 2.91163 -4.16920 4.32072
S5 -2.84781 4.98225 2.16942
S6 1.80098 0.72908 4.12952
H25 2.25987 -1.37501 2.70916
H26 2.89084 8.16101 0.17231
C8 0.01818 -3.03706 -4.89182
H27 0.02246 -5.00439 -1.99542
H28 2.18154 4.79098 -3.81162
H29 -1.11996 -0.17088 -4.01205
H30 3.64802 -1.06705 3.79084
H31 3.43811 -3.44204 0.16723
H32 0.43007 -4.29312 -0.32689
C9 2.97733 7.63734 1.12435
H33 -0.63889 2.65459 -1.39542
H34 0.75358 -1.08429 0.83501
H35 1.38310 5.11688 0.12667
H36 -0.96690 2.26918 0.28019
H37 2.64863 3.70029 -6.03303
C10 -1.27580 -1.57954 3.28434
H38 2.29356 -2.33071 -0.52813
O4 0.81701 6.07440 -5.69108
H39 -1.05848 -3.48726 6.49930
C11 1.07139 -6.53350 2.16496
H40 1.91647 0.16300 0.96990
H41 3.74548 0.60606 5.54974
S7 0.47680 4.59278 -5.37801
H42 3.91279 -2.63695 -1.28850
H43 0.59392 2.87526 -0.07518
C12 1.66878 3.59017 -6.49765
H44 0.45593 -3.87014 -5.44178
H45 -1.70657 0.46682 -5.52697
H46 -4.89331 3.51293 2.42736
C13 0.55451 -4.25523 -1.40910
H47 3.63513 6.76950 1.07689
H48 0.16376 -3.28133 -1.70396
H49 -2.32354 -1.10704 -4.89827
H50 1.64162 3.84268 -7.55764
H51 0.54731 4.77861 -2.96455
S8 2.35304 -4.38975 -1.84987
H52 -5.21707 -5.01772 -3.27568
C14 -0.83186 -3.11290 5.50100
O5 2.53170 -3.76193 -3.24296
H53 -1.25633 -3.80186 4.77075
C15 -2.65928 6.14505 0.69421
S9 -0.15817 -1.52201 -5.95129
H54 0.44839 4.76200 1.39914
C16 -1.45453 -0.45842 -5.00879
O6 -0.98754 -1.99366 -7.13086
S10 -5.26841 -2.51191 -3.07321
H55 -2.03673 -2.32614 3.05703
H56 -3.04705 -3.63339 -2.96661
H57 0.21759 -6.57591 1.48870
H58 -1.51744 -0.62078 2.82553
C17 2.57330 -0.94181 3.65900
H59 2.03169 4.69247 1.81789
H60 -0.42999 -1.93975 2.69872
O7 1.14211 -3.65705 2.01258
O8 1.49330 6.93393 3.30847
C18 3.05113 -3.07207 -0.78223
C19 1.37326 5.30355 1.20052
C20 2.72229 -4.89563 3.53043
O9 -1.65062 4.07681 2.27791
O10 -2.90463 -1.53913 5.35462

## Properties
Net charge = 0
LUMO level = -0.27 eV
M = 781.4 g mol⁻¹

Mulliken population analysis, charges in e, atoms 1 to 2: 0.02, 0.34

Relative to the most stable one, in eV, the structures come out at run w 0.000; run x 2.792.